# 1
Density functional theory data (ωB97M-V/def2-TZVPD) for a structure of composition C15H12Cl2HgN3O3S4.

- HOMO-LUMO gap (spin up / spin down): 5.71 / 6.31 eV
- HOMO (spin up / spin down): -0.04873 / -0.07266 Eh
- Net charge: -2
- Multiplicity: 2

Last column: natural (NBO) charge in e.
Atoms and positions in Å:
H: 4.7882 -0.3731 -2.6781  0.255
H: 4.1339 0.2146 1.0261  0.221
C: -2.1506 2.3727 -1.4884  -0.270
N: -0.2172 1.1036 -2.0966  -0.395
O: 1.5025 -6.5961 -2.2800  -1.025
C: -3.1392 -0.4765 1.5136  -0.058
H: 1.6774 1.4128 1.2186  0.268
C: -4.4467 -0.4312 1.9582  -0.240
O: 0.9051 -5.4553 -0.2006  -1.016
H: -5.7684 0.1337 3.5604  0.195
H: -2.0429 0.8264 -2.9786  0.192
N: 1.7968 1.3415 -0.9371  -0.421
N: 3.7239 0.3623 -1.0837  -0.383
S: -0.4175 -0.0485 1.6834  -0.434
Cl: -2.8663 -1.1646 -0.0601  -0.004
H: 5.7893 0.1283 -1.2904  0.183
S: 1.6237 -5.3976 -1.4612  2.280
H: -5.2273 -0.8205 1.3176  0.210
C: 2.2857 1.1896 0.3589  -0.073
Hg: 0.9838 -2.0654 -1.0941  0.521
H: 0.5411 3.2934 0.3299  0.219
C: 0.4648 1.7650 -1.1848  0.392
Cl: -1.1777 1.1802 4.5797  -0.044
C: 4.8633 -0.3634 -1.5942  -0.418
O: 2.9843 -4.8918 -1.3410  -1.030
C: -1.5024 1.4075 -2.2398  0.058
C: 2.6960 0.8349 -1.8454  0.273
C: 3.4730 0.5778 0.2605  -0.079
C: -2.0289 -0.0030 2.2638  -0.216
C: -1.4081 3.0779 -0.5530  -0.162
C: -2.4076 0.5267 3.5218  -0.058
C: -4.7464 0.0994 3.2052  -0.277
H: -3.2100 2.5471 -1.6179  0.209
S: 2.6447 0.8266 -3.5180  -0.314
H: 4.8447 -1.3894 -1.2243  0.224
H: -3.8974 1.0042 4.9657  0.206
C: -0.0699 2.7807 -0.3991  -0.247
S: 0.5825 -3.9465 -2.6521  -0.701
H: -1.8710 3.8345 0.0677  0.207
C: -3.7088 0.5815 3.9874  -0.246

# 2
Density functional theory data (ωB97M-V/def2-TZVPD) for a cluster of 2 separate species, C15H12F4INO6S in total.

- HOMO-LUMO gap: 2.38 eV
- HOMO: 0.00613 Eh
- Net charge: -2

Last column: natural (NBO) charge in e.
Atoms and positions in Å:
H: -2.4618 0.6102 -5.7800  0.188
H: 0.6702 2.3367 5.1157  0.388
C: 0.1640 0.7383 3.8865  0.191
I: -4.4604 -1.6919 -4.3192  -0.059
H: -1.5701 -1.0878 -5.7741  0.226
C: 3.3721 0.4091 4.6703  0.510
C: -0.1803 -0.6034 1.0353  -0.101
N: 0.2525 1.4016 5.1936  -0.861
H: -2.1381 -2.3896 -2.7175  0.243
C: 1.1428 -0.3637 3.3677  -0.152
H: -1.7667 1.9945 3.2653  0.257
F: 3.1621 -1.7976 3.6687  -0.343
C: -1.8123 -0.1414 -5.1896  -0.644
C: -1.0144 1.1939 2.9554  -0.210
C: -1.7938 -1.2979 -2.7854  -0.536
C: -0.4836 -1.1867 -0.4137  0.520
S: 2.3651 0.5768 -4.6825  2.583
O: -3.1354 1.9327 1.0652  -0.561
C: 2.3634 -0.7924 4.3316  0.626
O: 2.6530 1.1073 -3.3298  -1.125
H: 4.4357 -0.0380 4.7243  0.171
H: 1.6926 -1.8789 1.6283  0.273
H: -3.4253 0.7648 -1.4160  0.235
C: -2.3683 1.0204 0.6476  0.537
O: 2.0138 1.6927 -5.5892  -1.130
F: 1.7988 -1.3997 5.5047  -0.349
F: 3.1476 0.9953 5.9682  -0.357
O: 0.2584 -2.1507 -0.7879  -0.488
H: 0.7037 0.8201 5.9097  0.386
O: 1.2236 -0.3685 -4.6037  -1.154
H: -0.8930 0.4369 -4.8195  0.326
F: 3.3647 1.3686 3.6271  -0.317
C: -1.1472 0.5131 1.5570  -0.077
C: -1.6821 -0.6344 -1.3416  0.045
H: -0.7107 -1.3345 -3.2058  0.341
C: -2.5348 0.3637 -0.8043  -0.307
C: -2.6686 -0.4707 -3.8471  -0.237
H: -3.0606 0.5327 -3.4778  0.211
C: 0.9680 -1.0507 1.9643  -0.129
O: 3.5552 -0.1310 -5.2019  -1.123

# 3
Density functional theory data (ωB97M-V/def2-TZVPD) for the ion C15H12F4N3O4 with charge -1.

- SMILES: O=[N+]([O-])c1ccc2c(c1)N(C1=CC=CCN1[O-])CC(C(F)F)(C(F)F)O2
- HOMO-LUMO gap: 4.20 eV
- HOMO: -0.08406 Eh
- Net charge: -1

Last column: natural (NBO) charge in e.
Atoms and positions in Å:
F: -3.9574 -0.5629 -2.9665  -0.348
C: 2.2480 -1.8702 3.0317  -0.259
C: -3.7483 -0.7105 -1.5673  0.552
H: -0.4441 -1.3961 -1.4067  0.186
C: 1.7457 -0.6125 3.4342  -0.217
C: 1.3422 1.3274 -0.0991  -0.142
F: -0.9610 -0.5230 -3.1086  -0.347
H: -3.8239 -1.7731 -1.3051  0.146
H: 2.4876 -2.2938 0.9758  0.121
C: 0.1894 -0.6903 1.5358  0.286
F: -4.6979 -0.1922 -0.8159  -0.318
C: 1.7630 -2.5413 1.7795  -0.252
H: -0.9229 3.1163 -2.5922  0.217
C: -0.9054 1.5652 -1.1823  0.323
O: -0.2962 -2.9690 0.7416  -0.733
H: 1.9551 -0.1114 4.3441  0.193
H: 1.9022 -3.5948 1.8751  0.205
H: 0.4013 1.0657 2.8057  0.207
C: 1.9283 2.3644 -0.7897  -0.043
O: 4.0604 2.2051 0.0357  -0.362
H: -2.2976 -1.5085 0.6695  0.273
F: -1.8558 -2.5177 -2.2626  -0.331
C: -0.0563 0.9739 -0.1590  0.087
H: 2.0094 0.6491 0.4815  0.265
O: -2.1042 1.1048 -1.6036  -0.478
N: 3.2710 2.8026 -0.6604  0.517
C: 0.6809 0.0174 2.6073  -0.423
H: 3.0425 -2.3442 3.5753  0.186
C: -0.2543 2.6763 -1.9181  -0.261
N: -0.7097 0.0126 0.6768  -0.463
C: 1.0928 2.9089 -1.8038  -0.192
H: -2.8494 0.1803 0.9489  0.209
N: 0.4320 -2.1353 1.4194  -0.052
H: 1.5062 3.6718 -2.5571  0.239
O: 3.6112 3.7872 -1.3748  -0.434
C: -1.3467 -1.2596 -1.9772  0.539
C: -2.0970 -0.4677 0.3891  -0.224
C: -2.3410 -0.3548 -1.1769  0.129

# 4
Density functional theory data (ωB97M-V/def2-TZVPD) for a structure of composition C15H12F5NO10STeTi.

- HOMO-LUMO gap (spin up / spin down): 5.06 / 7.34 eV
- HOMO (spin up / spin down): -0.04169 / -0.15211 Eh
- Energy relative to the best compared isomer or geometry (same formula, charge and spin): 0.0 kcal/mol
- Net charge: -2
- Multiplicity: 3

Last column: Löwdin spin population.
Atoms and positions in Å:
H: 0.6734 3.9657 3.2616  0.000
H: 1.1169 -5.4732 -4.1008  -0.004
H: 0.9947 -1.0628 -1.8549  0.006
C: -1.2014 -4.0539 0.0783  0.045
C: 0.3388 -4.3528 -2.4578  0.098
F: -1.9070 -0.0876 -1.5206  0.006
C: 1.8107 -3.4390 -4.1377  0.123
O: 0.3470 0.8908 -0.0064  0.006
O: -1.0133 -0.1941 2.2433  0.004
F: -5.8080 2.2913 1.9325  0.181
H: 3.8870 2.2613 -1.2394  0.000
O: -2.3044 -1.9834 3.3179  0.011
C: 1.0907 -4.5071 -3.6075  -0.002
H: 2.3240 -1.3615 -3.8799  -0.003
O: -2.8810 -1.0190 1.1229  0.002
O: 2.5528 5.4858 3.5588  0.000
H: 3.8497 3.6674 0.4211  0.000
H: -0.5403 2.1459 2.1176  0.001
O: 4.1474 5.3153 2.1270  0.000
C: 2.8850 1.7953 -1.0893  0.000
O: -2.2975 1.5931 0.5375  0.186
C: 2.8887 3.3263 0.7836  0.000
C: 1.7614 -2.2015 -3.4896  0.001
S: -2.3745 -0.7786 2.5385  0.012
F: -3.3484 3.1513 2.4964  0.092
H: -1.5939 -3.6976 1.0293  0.000
H: -2.0437 -4.4090 -0.5265  0.016
H: -0.5420 -4.9094 0.2557  0.012
Ti: -1.3338 -0.0612 0.1685  0.102
C: 1.0107 -2.0258 -2.3483  0.095
C: 1.0930 3.4906 2.3869  0.000
C: 2.2180 2.3097 0.1163  0.000
H: 2.4004 -3.5666 -5.0377  0.010
C: 2.3391 3.9121 1.9025  0.001
C: 0.4191 2.4824 1.7550  0.001
O: -3.2484 0.2557 3.1366  0.124
O: -0.5671 -1.7542 -0.0473  0.114
F: -4.2775 3.3184 0.1277  0.007
C: 0.9568 1.8516 0.6004  0.001
H: -0.2161 -5.1968 -2.0680  0.009
F: -4.9233 0.8524 -0.1416  0.133
Te: -4.0133 1.8393 1.2539  0.236
O: 2.4763 0.9955 -1.8943  0.001
N: 3.0594 4.9714 2.5739  0.000
C: -0.4801 -2.9302 -0.6028  0.330
C: 0.2740 -3.1031 -1.7936  0.044

# 5
Density functional theory data (ωB97M-V/def2-TZVPD) for the ion C15H12F6N with charge +1.

- SMILES: Fc1cccc([C@H]([NH2+]CC(F)(F)F)c2cc(F)cc(F)c2)c1
- HOMO-LUMO gap: 9.45 eV
- HOMO: -0.47567 Eh
- Energy relative to the best compared isomer or geometry (same formula, charge and spin): 31.0 kcal/mol
- Net charge: +1

Last column: natural (NBO) charge in e.
Atoms and positions in Å:
H: 0.1415 -1.3266 -1.1591  0.256
C: 2.5395 2.4428 -0.7557  0.427
C: -1.5038 1.5297 -0.1560  -0.322
H: 4.6564 2.3269 -0.3154  0.271
F: 4.6180 -0.0981 0.7499  -0.307
C: 3.6929 1.8295 -0.2911  -0.297
H: -4.5157 -0.1581 -1.8737  0.244
C: 3.5458 0.5180 0.1527  0.433
H: -4.8554 1.7889 -0.3827  0.256
C: -3.8680 1.3950 -0.5441  -0.257
C: -2.7888 1.9650 0.0901  0.419
C: -0.0602 -0.4149 -0.5921  -0.033
F: 2.2232 -2.8618 1.4620  -0.292
F: 0.7197 -4.4118 1.8317  -0.304
C: -1.3105 0.3739 -0.9396  -0.059
H: -2.1998 -0.9954 -2.3556  0.240
F: 2.6228 3.7504 -1.1664  -0.305
F: -2.9464 2.9226 1.0546  -0.307
F: 0.7539 -3.3891 -0.1282  -0.316
C: -0.0670 -2.2119 1.6984  -0.313
N: -0.5513 -1.0720 0.7592  -0.540
H: -0.6874 2.0153 0.3630  0.251
C: 1.3263 1.7771 -0.8727  -0.286
C: -2.3707 -0.1653 -1.6721  -0.216
C: 0.9351 -3.1891 1.2069  0.964
H: -1.5552 -1.2817 0.7421  0.449
H: -0.9869 -2.7974 1.9254  0.268
H: 0.4745 2.3322 -1.2412  0.251
C: 1.2190 0.4428 -0.4669  -0.051
H: 0.3226 -1.7188 2.5997  0.265
C: -3.6538 0.3242 -1.4177  -0.167
C: 2.3585 -0.1885 0.0315  -0.299
H: 2.3225 -1.2271 0.2958  0.232
H: -0.5512 -0.2266 1.3675  0.447

# 6
Density functional theory data (ωB97M-V/def2-TZVPD) for a structure of composition C15H13BrN2O4.

- HOMO-LUMO gap: 8.04 eV
- HOMO: -0.32432 Eh
- Energy relative to the best compared isomer or geometry (same formula, charge and spin): 355.1 kcal/mol
- Net charge: 0

Last column: natural (NBO) charge in e.
Atoms and positions in Å:
O: -0.6455 0.2198 -0.9813  -0.460
C: 2.6492 0.4050 -0.0568  0.190
H: 4.2369 4.1548 -0.2308  0.210
C: -2.7924 0.6102 0.0939  -0.012
H: -1.5484 -2.2332 -0.8736  0.249
C: -4.0533 0.2096 0.7201  -0.252
N: 2.1381 -0.7649 0.1269  -0.592
H: -3.7677 -3.0109 -0.0729  0.209
H: -5.8309 -1.0999 2.1309  0.208
N: 4.9178 -0.4724 0.3861  0.537
H: -6.4513 -0.9083 0.5286  0.213
H: 0.8152 1.2868 -0.1685  0.234
C: 3.7662 2.9449 0.1100  -0.206
H: 5.6031 2.0360 0.5278  0.228
H: 0.8650 0.0474 -2.0049  0.186
H: 1.8688 3.7052 -0.2375  0.218
O: 6.0245 -0.1587 0.4530  -0.365
C: 4.0184 0.6573 0.3667  -0.029
H: -4.6442 1.1149 0.8282  0.253
C: 4.7041 1.9985 0.1521  -0.138
C: 2.4684 2.6649 -0.0600  -0.178
O: 4.5176 -1.4300 0.9069  -0.398
C: -3.3052 -1.8503 0.0218  -0.150
H: -0.1746 -1.3134 -2.1996  0.173
Br: -2.2410 2.5422 -0.0535  0.006
H: -5.8287 -2.5986 1.0753  0.205
C: -4.1942 -1.0104 0.5536  -0.027
O: 0.8155 -2.7675 -0.4788  -0.602
C: -1.8267 -0.4227 -0.6349  0.292
H: 2.7345 -1.3802 0.5472  0.435
C: -2.1729 -1.6115 -0.4908  -0.326
C: 0.2108 -0.3821 -1.5506  -0.107
C: 0.9545 -1.3244 -0.6597  0.637
C: -5.6346 -1.3913 1.1896  -0.595
C: 1.8028 1.5334 0.0356  -0.244

# 7
Density functional theory data (ωB97M-V/def2-TZVPD) for a structure of composition C15H13CrI2NO7RhS2.

- HOMO-LUMO gap (spin up / spin down): 6.69 / 5.57 eV
- HOMO (spin up / spin down): -0.81709 / -0.82238 Eh
- Energy relative to the best compared isomer or geometry (same formula, charge and spin): 30.9 kcal/mol
- Net charge: +4
- Multiplicity: 8

Last column: natural (NBO) charge in e.
Atoms and positions in Å:
S: 0.8297 0.0991 -1.9867  0.036
C: -1.6068 2.0156 -1.4067  0.568
Cr: -0.1368 1.3540 -0.4233  0.405
C: 0.3305 0.0944 -3.8655  0.024
H: -1.7839 0.1026 -3.2311  0.178
O: -1.7714 2.5123 1.9000  -0.273
O: 0.9757 -2.1793 1.6141  -0.559
C: 0.5436 0.5538 3.9422  0.474
C: 0.0540 -1.7063 4.4468  0.014
C: -0.9428 1.9661 1.3014  0.533
H: 0.5184 -1.3385 -5.4602  0.293
C: -1.8280 -1.8055 -1.7736  0.688
H: 0.9547 1.2615 -5.5673  0.291
C: 0.2459 0.0409 6.2189  -0.148
C: 0.8345 -1.0388 2.0800  0.671
H: 0.1896 -2.0868 -3.8790  0.191
H: -1.3125 1.4231 -4.3200  0.249
H: -1.4832 -0.2467 -4.9326  0.288
C: -1.1500 0.3670 -4.0825  -0.663
C: -0.1424 -1.2471 5.7700  0.025
C: 0.7365 -1.2842 -4.3845  -0.651
I: 1.0882 -3.5711 -1.0254  0.763
H: 2.2549 0.9514 -4.3908  0.251
C: 1.1919 1.1870 -4.4977  -0.648
O: -2.0312 -2.3364 1.8033  -0.316
I: 0.9168 3.5695 -1.1895  0.647
Rh: -0.5482 -1.1825 -0.5934  0.090
O: 1.9915 2.6434 1.4376  -0.789
S: 1.8335 1.2620 1.9384  1.707
H: 0.9981 2.1561 -4.0285  0.197
O: -2.4758 2.5662 -1.9579  -0.237
H: -0.2017 -2.7306 4.0872  0.292
H: 0.0320 0.4014 7.2225  0.308
O: -2.6514 -2.2944 -2.4026  -0.274
O: 0.5719 1.5997 3.0651  -0.641
C: 0.7575 0.9315 5.2840  -0.105
H: 1.1504 1.9424 5.4604  0.303
H: 1.8078 -1.4543 -4.2375  0.246
C: 0.5707 -0.7706 3.5245  -0.285
C: -1.5251 -1.8516 0.8613  0.603
H: -0.5794 -1.9458 6.4779  0.287
N: 0.7926 0.0693 1.2009  -1.035

# 8
Density functional theory data (ωB97M-V/def2-TZVPD) for an isolated molecule of C15H13F2NO7.

- SMILES: O=C(COC(=O)C1=COCCO1)NC(=O)c1ccc(OC(F)F)cc1
- HOMO-LUMO gap: 8.72 eV
- HOMO: -0.32504 Eh
- Energy relative to the best compared isomer or geometry (same formula, charge and spin): 0.0 kcal/mol
- Net charge: 0

Last column: natural (NBO) charge in e.
Atoms and positions in Å:
H: 1.5503 4.3052 1.6083  0.119
F: 3.5317 4.4956 1.5978  -0.320
O: 0.6694 -1.7685 -1.3701  -0.475
O: -1.8235 -2.3670 -0.9519  -0.477
C: 1.5361 1.6689 1.5530  0.384
C: -1.5154 -1.2975 1.5229  0.686
H: 0.2062 2.8503 0.3348  0.234
N: -2.8024 -0.8852 1.1658  -0.686
O: -1.2556 -2.4516 1.7515  -0.551
H: 3.2630 0.1355 -2.3557  0.206
O: 2.6186 2.5278 1.5734  -0.507
C: 0.0757 0.3110 -2.3786  0.133
C: -0.5070 -0.2100 1.5825  -0.213
O: -2.5727 -0.3586 -1.6322  -0.611
C: -1.6677 -1.1496 -1.4782  0.756
C: 0.3439 1.9380 0.8935  -0.349
C: -3.1181 -2.6860 -0.4646  -0.181
H: -3.8120 -2.8586 -1.2943  0.222
C: 1.9224 -1.5463 -1.9751  -0.097
C: -0.2633 -0.8449 -1.7762  0.049
C: 1.7176 0.4573 2.2167  -0.288
H: 2.6400 -2.1688 -1.4407  0.207
H: 2.6600 0.2719 2.7056  0.234
C: 2.2985 -0.0636 -1.8874  -0.104
H: -0.6702 0.9962 -2.7457  0.223
C: 2.4532 3.8149 1.1957  0.794
H: -2.9907 -3.5999 0.1201  0.241
H: 2.3273 0.2361 -0.8325  0.185
C: -0.6745 1.0000 0.9155  -0.093
H: -3.1243 0.0185 1.4873  0.420
O: 1.3429 0.7221 -2.5745  -0.468
C: 0.7049 -0.4755 2.2216  -0.121
H: 1.8863 -1.8417 -3.0322  0.182
H: 0.8309 -1.4285 2.7115  0.243
O: -4.8877 -1.3135 0.4135  -0.551
H: -1.5805 1.2072 0.3663  0.227
F: 2.4055 3.9443 -0.1541  -0.345
C: -3.7186 -1.5856 0.4065  0.694

Q: Among the records above, which one has the highest net charge?
A: C15H13CrI2NO7RhS2

Q: Which value of net charge does entry 4 give?
A: -2